{
  "formula": "C28H33N5",
  "method": "the ωB97M-V functional and the def2-TZVPD basis",
  "species": ["C", "N", "C", "C", "C", "C", "C", "C", "C", "C", "C", "C", "C", "C", "N", "C", "C", "C", "C", "C", "C", "C", "C", "N", "C", "C", "C", "C", "C", "C", "H", "H", "H", "H", "H", "H", "H", "H", "H", "H", "H", "H", "H", "H", "H", "H", "H", "H", "H", "H", "H", "H", "H", "H", "H", "H", "H", "H", "H", "H", "H", "H", "N", "C", "N", "H"],
  "coordinates": [[-7.439787, -2.393004, 0.927405], [-6.962994, -1.207138, 0.250147], [-8.013320, -0.512700, -0.465170], [-5.640291, -0.873537, 0.177566], [-5.213067, 0.381925, -0.354671], [-3.870663, 0.680764, -0.459715], [-2.865946, -0.209373, -0.008304], [-1.491284, 0.160838, -0.125253], [-0.437319, -0.698273, 0.092461], [0.931244, -0.332736, 0.141712], [1.956097, -1.365330, 0.101557], [1.687619, -2.645009, -0.444721], [2.630891, -3.655227, -0.398479], [3.927869, -3.401034, 0.108498], [4.888794, -4.397677, 0.135723], [6.205755, -4.220851, -0.434698], [4.685714, -5.663275, 0.801754], [4.228228, -2.111871, 0.609682], [3.244554, -1.142835, 0.654476], [1.313271, 1.069952, 0.226885], [0.544740, 2.013455, 0.946610], [0.892232, 3.350237, 0.966993], [2.032999, 3.800576, 0.264847], [2.360157, 5.150173, 0.234648], [3.564831, 5.652984, 0.857233], [1.703627, 6.114455, -0.615146], [2.840038, 2.862166, -0.411432], [2.469544, 1.533245, -0.450750], [-3.288502, -1.445215, 0.560900], [-4.633589, -1.771581, 0.641172], [-6.769561, -2.656099, 1.746969], [-8.438793, -2.184681, 1.330075], [-7.528557, -3.248639, 0.240255], [-7.617841, 0.323613, -1.045145], [-8.527614, -1.209453, -1.148302], [-8.771076, -0.140713, 0.243124], [-5.948757, 1.115165, -0.679295], [-3.533044, 1.602070, -0.934100], [-1.294392, 1.189539, -0.455962], [-0.661820, -1.756974, 0.208654], [0.726580, -2.833936, -0.919928], [2.408551, -4.647691, -0.790536], [6.251750, -3.261711, -0.962877], [6.981868, -4.255857, 0.344847], [6.407026, -5.039154, -1.144696], [3.697957, -5.674400, 1.271864], [4.771396, -6.493036, 0.087048], [5.458595, -5.808589, 1.572894], [5.217710, -1.917362, 1.027667], [3.469484, -0.194111, 1.143858], [-0.344725, 1.680755, 1.483352], [0.290235, 4.081686, 1.507171], [4.019368, 4.866714, 1.469208], [4.281879, 5.998194, 0.097733], [3.308578, 6.512785, 1.493167], [0.874342, 5.646959, -1.169009], [1.341525, 6.948019, 0.005610], [2.435104, 6.527436, -1.329804], [3.720770, 3.211792, -0.951901], [3.069104, 0.836435, -1.039120], [-2.539644, -2.149729, 0.923974], [-4.923097, -2.742865, 1.044367], [-1.459526, 2.049260, -1.996933], [-0.765007, 3.130532, -2.126689], [-0.139393, 4.139412, -2.191768], [-1.720385, 1.630508, -2.887676]],
  "forces_ev_per_angstrom": [[0.0974, -0.1268, -0.0225], [-0.0292, 0.0829, 0.0367], [-0.1748, 0.1633, -0.0614], [0.3521, 0.2766, -0.1018], [0.0134, -0.3994, 0.0940], [0.0201, -0.0996, 0.0672], [-0.3827, -0.6098, 0.0813], [-0.1025, 0.3580, 0.6059], [1.0971, -0.6050, 0.2279], [-1.2400, 0.3488, -0.1951], [0.5342, -0.4985, 0.1289], [0.0930, 0.2463, 0.3489], [0.3831, 0.1514, 0.1981], [-0.2973, 0.4708, 0.1553], [0.2835, -0.2874, -0.1241], [-0.0937, 0.1875, 0.2088], [-0.1886, 0.0729, -0.2583], [-0.2614, -0.4494, -0.1881], [-0.2520, 0.1159, -0.2777], [0.2529, 0.2489, -0.1495], [-0.1012, -0.1159, -0.1522], [0.3351, 0.1221, -0.4592], [-0.1721, -0.5181, -0.1338], [0.3127, 0.5385, 0.5510], [-0.1388, -0.4271, -0.2438], [-0.4636, 0.0396, 0.0386], [-0.3362, 0.0136, 0.2292], [0.1002, -0.1269, 0.2161], [-0.4105, 0.4036, -0.3702], [0.2506, 0.0427, 0.0065], [-0.2489, -0.0130, -0.0369], [0.2431, -0.0611, 0.0000], [0.0623, 0.0834, 0.1357], [-0.2231, -0.2808, 0.1172], [0.2012, 0.1925, 0.1001], [0.2256, 0.0257, -0.2002], [0.3074, -0.1915, 0.0537], [-0.0896, -0.0741, 0.1718], [-0.1616, -0.4640, 0.0716], [0.1400, 0.1475, 0.0265], [0.2276, 0.0390, 0.1030], [0.0524, 0.2757, 0.0253], [0.0928, -0.2679, 0.1064], [0.0131, 0.0900, -0.1722], [0.0229, 0.2354, 0.0683], [0.2066, -0.1167, -0.0631], [-0.1097, -0.0544, 0.1575], [-0.1953, 0.0108, -0.0450], [-0.3098, -0.0848, -0.1026], [-0.1563, -0.2592, -0.1848], [0.3802, 0.0609, -0.0039], [0.1723, -0.2206, -0.1732], [0.0199, 0.2321, -0.0631], [0.1232, -0.0150, 0.1423], [0.1525, -0.1214, -0.0021], [0.3584, 0.2205, 0.2099], [-0.0643, 0.0151, -0.2081], [-0.1765, -0.0692, -0.0156], [-0.2981, -0.0772, 0.1063], [-0.2615, 0.1640, 0.1504], [-0.3073, 0.1397, -0.0376], [0.1808, 0.3423, -0.1399], [-0.3634, 0.0002, -0.4318], [1.0257, 1.8293, -0.6271], [-0.8848, -1.5317, 0.1881], [0.1613, 0.1792, 0.1166]],
  "lowdin_charge": [-0.0627, -0.1922, -0.0530, -0.2016, -0.0070, -0.0069, -0.2063, -0.0088, -0.0234, -0.0678, -0.1683, -0.0113, -0.0034, -0.2415, -0.2363, -0.0716, -0.0706, -0.0004, -0.0180, -0.1710, -0.0182, 0.0133, -0.2426, -0.2383, -0.0856, -0.0877, 0.0110, -0.0201, -0.0090, -0.0164, 0.0794, 0.0907, 0.1003, 0.0725, 0.0971, 0.0962, 0.0968, 0.1021, 0.0474, 0.0927, 0.1149, 0.1183, 0.0924, 0.0849, 0.0876, 0.0907, 0.0843, 0.0871, 0.1205, 0.1216, 0.1208, 0.1253, 0.0871, 0.0777, 0.0818, 0.0262, 0.0774, 0.0819, 0.1244, 0.1213, 0.1086, 0.0946, -0.0377, -0.5362, 0.0452, 0.0394],
  "e_homo_ev": -6.42,
  "homo_lumo_gap_ev": 4.82,
  "multiplicity": 1
}